{
  "formula": "C4H10N4",
  "method": "ωB97M-V/def2-TZVPD",
  "elements": ["N", "N", "N", "N", "C", "C", "C", "C", "H", "H", "H", "H", "H", "H", "H", "H", "H", "H"],
  "coordinates": [[-0.0669, -1.1098, 0.0816], [-1.2073, -0.3132, -0.4101], [1.1318, 0.8184, -0.8578], [-3.2208, 0.7642, 0.3033], [-2.0802, 0.0643, 0.6436], [1.8047, 0.3798, 0.2487], [2.2325, 0.0652, -1.0748], [1.1515, -0.6907, 0.8686], [-0.4366, -1.9747, 0.3700], [1.8558, -1.6130, 0.7700], [-1.8690, -0.2998, 1.7123], [1.0759, -0.5104, 2.2256], [0.8915, 1.9919, -1.2719], [-3.6964, 0.9441, 1.3560], [3.0007, 0.8212, -1.3475], [1.9894, -0.8162, -1.4832], [-0.5426, 0.5305, -1.0312], [2.6228, 0.8974, 0.7644]],
  "forces_ev_per_angstrom": [[0.52, 0.65, -0.19], [3.08, 2.02, 0.96], [-6.29, 8.26, -3.15], [2.79, -1.83, 5.29], [-3.39, 2.26, -1.73], [2.61, 1.80, 1.92], [4.02, 3.54, -2.21], [-2.29, -4.26, 5.02], [-0.16, -1.07, 0.40], [-1.37, 1.28, 0.61], [-0.05, 0.43, -1.73], [-0.26, -0.40, -3.85], [1.91, -4.44, 1.96], [1.32, -0.56, -3.61], [0.62, -1.94, -0.56], [0.14, -3.34, -1.78], [-2.30, -2.80, 2.39], [-0.90, 0.40, 0.24]],
  "mulliken_charge": [-0.25, -0.46, -0.61, -0.59, 0.05, 0.13, -0.50, -0.77, 0.25, 0.28, 0.24, 0.22, 0.33, 0.23, 0.28, 0.33, 0.47, 0.35],
  "e_lumo_ev": 0.495,
  "homo_energy_ev": -8.21,
  "max_force_ev_per_a": 10.85,
  "e_above_lowest_ev": 8.2021
}

{
  "formula": "C3H10N4",
  "method": "ωB97M-V/def2-TZVPD",
  "elements": ["N", "N", "N", "N", "C", "C", "C", "H", "H", "H", "H", "H", "H", "H", "H", "H", "H"],
  "coordinates": [[1.5702, -1.1760, 2.2547], [-1.4462, 0.4394, -1.7126], [0.1188, 1.0035, -0.0748], [0.6026, 2.0086, -0.9398], [-1.0027, 0.3933, -0.4233], [-1.3846, -0.6988, 0.4591], [1.4689, -1.1683, 0.9906], [1.1141, 2.6827, -0.3834], [-1.2156, 1.2724, -2.2345], [2.2855, -1.8171, 2.6178], [-2.3534, -1.1383, 0.2292], [-0.3647, -1.3506, 0.4823], [1.2061, 1.6039, -1.6514], [2.1673, -1.7413, 0.3493], [-2.3123, -0.0236, -1.9280], [0.9055, 0.1212, 0.4567], [-1.3593, -0.4111, 1.5081]],
  "forces_ev_per_angstrom": [[-0.09, -0.19, 0.46], [-0.40, 0.31, 0.42], [-1.39, 0.75, 0.44], [-0.29, -0.23, -0.45], [2.15, -0.11, -0.79], [1.10, -0.70, 0.71], [0.69, 2.06, -0.94], [0.08, -0.23, -0.10], [-0.01, -0.02, 0.00], [-0.13, -0.08, -0.16], [0.34, -0.42, -0.18], [-2.01, 0.63, -0.34], [0.14, 0.10, 0.13], [-0.08, -0.37, 0.21], [-0.05, 0.16, 0.00], [0.15, -1.95, 0.59], [-0.19, 0.30, -0.01]],
  "mulliken_charge": [-0.45, -0.41, -0.16, -0.67, 0.65, -1.05, -0.75, 0.25, 0.27, 0.22, 0.41, 0.25, 0.22, 0.25, 0.21, 0.46, 0.32],
  "e_lumo_ev": 0.819,
  "homo_energy_ev": -7.06,
  "max_force_ev_per_a": 2.37,
  "e_above_lowest_ev": 3.8800
}

{
  "formula": "C30H45Cl2N2OsP",
  "method": "ωB97M-V/def2-TZVPD",
  "elements": ["Os", "Cl", "Cl", "P", "N", "N", "C", "C", "C", "C", "C", "C", "C", "C", "C", "C", "C", "C", "C", "C", "C", "C", "C", "C", "C", "C", "C", "C", "C", "C", "C", "C", "C", "C", "C", "C", "H", "H", "H", "H", "H", "H", "H", "H", "H", "H", "H", "H", "H", "H", "H", "H", "H", "H", "H", "H", "H", "H", "H", "H", "H", "H", "H", "H", "H", "H", "H", "H", "H", "H", "H", "H", "H", "H", "H", "H", "H", "H", "H", "H", "H"],
  "coordinates": [[-0.2498, 0.4972, 0.5053], [-1.8478, -1.0032, 1.1988], [1.9505, 0.8481, -0.0329], [0.4737, -2.6213, -1.8468], [0.0569, 1.3812, 2.2175], [-0.4608, 3.4234, 1.3638], [-0.6824, 3.0098, 3.7810], [-3.3680, 1.4169, -0.9441], [-2.1463, 1.9027, -1.4765], [-3.6376, -2.5232, -2.8717], [0.6579, -0.7751, -4.0474], [-0.8434, 1.5025, -0.8783], [2.6167, -2.8614, -0.1172], [-0.3269, 2.6631, 2.4672], [-2.4470, -4.8193, -3.3238], [-4.6122, 2.9067, -2.3975], [-2.2424, -1.8919, -2.7329], [1.1896, -5.0011, 1.4142], [0.1693, 0.4228, 3.1544], [1.5953, -0.1383, -5.0816], [3.4127, -3.8527, 0.7241], [3.1793, -2.1987, -4.7906], [-3.5678, -3.8280, -3.7044], [-1.2836, -2.9734, -2.1955], [0.4332, -3.9939, 0.5553], [-2.2015, 2.7734, -2.6078], [2.2220, -2.7771, -3.7542], [-4.5708, 1.9412, -1.3710], [2.4697, -1.2220, -5.7556], [-0.0383, 0.7373, 4.4737], [-0.4935, 2.0386, 4.7716], [1.4479, -1.6598, -3.0697], [2.5849, -4.5182, 1.8338], [1.3778, -3.6659, -0.6515], [-1.0957, -4.1445, -3.1427], [-3.4001, 3.3071, -3.0189], [-0.6585, 4.4147, 1.3354], [1.8018, -1.8006, -6.4021], [-5.5073, 1.6208, -0.8686], [0.1345, -0.0163, -3.4506], [-0.0959, -1.3848, -4.5529], [-4.3564, -1.8006, -3.3022], [1.4968, -3.4552, -4.2183], [1.2981, -5.8725, 0.7591], [-0.6651, 2.3110, 5.8318], [-0.4977, -4.4538, 0.2049], [3.2471, -2.5093, -0.9437], [-1.9096, -1.4792, -3.6872], [2.1253, -0.9595, -2.5309], [4.3412, -3.4228, 1.1292], [-2.3443, -5.6555, -4.0347], [3.9352, -1.6418, -4.2254], [1.7991, -4.7268, -1.0224], [3.7110, -4.6206, 0.0022], [-0.4030, -4.9065, -2.7530], [-2.2041, -1.0739, -1.9990], [-3.4148, -3.5133, -4.7433], [-1.7870, -3.2827, -1.2522], [-4.0146, -2.7362, -1.8604], [0.3997, -0.5378, 2.6663], [3.1505, -5.3796, 2.2064], [1.0005, 0.4414, -5.8164], [-5.5536, 3.3375, -2.7080], [2.3526, -1.9339, 0.4227], [-0.0601, 1.6670, -1.6930], [-2.6821, -5.2432, -2.3417], [-0.1485, 3.0252, 0.4871], [-3.3004, 0.6925, -0.1356], [2.8108, -3.3622, -3.0346], [0.6106, -5.3346, 2.2889], [-1.0588, 4.0294, 3.9582], [-4.5354, -4.3429, -3.6458], [2.4751, -3.8153, 2.6615], [-0.6925, -3.7737, -4.0952], [-1.2450, 3.0790, -3.0411], [0.0960, -3.1081, 1.1196], [3.2194, -0.7328, -6.3902], [3.7000, -3.0255, -5.3097], [-3.4155, 4.0737, -3.8131], [2.2282, 0.5951, -4.5651], [0.1498, 0.0031, 5.2624]],
  "forces_ev_per_angstrom": [[0.83, -3.86, -1.26], [-0.44, -0.19, 0.20], [0.95, -0.01, -0.16], [-0.85, 3.90, 2.66], [0.03, 1.13, 2.55], [0.32, 1.01, 0.24], [0.32, -0.19, 0.34], [0.98, 0.64, 0.12], [-0.31, -0.62, -0.31], [0.26, -0.13, 0.35], [-0.05, -0.30, 0.35], [-1.64, 2.26, -5.74], [-0.17, -0.27, -0.18], [-0.42, -0.46, -0.12], [-0.23, -0.02, -0.06], [1.06, -0.30, 0.17], [0.51, 0.05, 0.38], [0.06, -0.26, -0.21], [0.32, 0.58, 0.50], [0.13, -0.18, 0.39], [0.05, -0.24, -0.20], [0.02, 0.20, 0.02], [-0.08, 0.16, -0.26], [0.74, -0.79, -0.21], [0.19, -0.08, -0.27], [0.73, -0.37, 1.35], [0.80, 0.46, -0.98], [-0.90, 0.30, -0.32], [-0.05, 0.02, -0.19], [-0.06, -0.29, 0.39], [0.08, 0.73, 0.19], [0.34, -0.73, 0.23], [0.06, 0.01, 0.09], [0.38, -0.79, 0.04], [-1.62, -0.81, -0.38], [-1.22, 0.23, -0.11], [0.00, -0.35, 0.61], [0.11, -0.05, -0.14], [0.67, 0.21, -0.52], [-0.04, -0.07, -0.24], [0.03, 0.06, -0.11], [0.36, -0.39, 0.00], [0.15, 0.00, -0.06], [0.11, -0.21, 0.25], [0.00, -0.21, -0.83], [0.12, -0.05, -0.07], [-0.10, -0.14, 0.00], [-0.04, -0.12, 0.00], [-0.25, -0.59, -0.04], [-0.33, -0.03, -0.03], [-0.42, 0.26, 0.11], [0.14, 0.00, -0.13], [-0.93, 2.15, 0.37], [0.24, -0.16, 0.21], [-0.02, 0.36, -0.05], [-0.30, -0.04, -0.25], [-0.08, -0.17, -0.07], [0.69, -0.11, -0.31], [0.08, -0.07, -0.12], [0.20, 0.19, 1.26], [-0.06, 0.15, 0.15], [0.37, -0.44, 0.21], [-0.01, 0.01, -0.01], [-0.36, -0.56, -0.12], [-0.57, 0.04, 0.98], [-0.14, -0.20, -0.06], [-0.18, -0.10, -0.03], [-0.25, 0.15, -0.13], [-0.25, 0.06, -0.04], [0.16, 0.21, -0.20], [0.25, -0.71, 0.20], [0.15, 0.12, -0.16], [0.02, 0.08, 0.11], [-0.07, -0.07, 0.09], [-0.37, 0.00, -0.03], [0.49, -0.03, -0.37], [-0.18, -0.16, -0.02], [-0.21, 0.54, -0.07], [-0.05, -0.58, 0.41], [0.04, -0.11, -0.04], [-0.26, 0.32, -0.33]],
  "mulliken_charge": [0.86, -0.57, -0.56, -0.78, 0.06, -0.22, -0.97, -0.14, 0.83, -0.64, -0.17, -1.19, -0.16, 0.77, -0.90, -0.40, 0.05, -0.98, 0.24, -0.81, -0.93, -0.94, -0.75, 0.40, -0.22, -0.59, -0.57, -0.78, -0.75, -1.09, -0.05, 0.69, -0.62, 0.04, -1.02, -0.56, 0.23, 0.31, 0.35, -0.37, 0.32, 0.38, 0.22, 0.37, 0.36, 0.28, 0.38, 0.41, 0.49, 0.38, 0.38, 0.37, 0.51, 0.35, 0.32, -0.68, 0.30, 0.56, 0.40, 0.32, 0.41, 0.39, 0.40, -0.11, 0.43, 0.37, 0.17, 0.32, 0.24, 0.40, 0.35, 0.42, 0.26, 0.27, 0.39, -0.11, 0.40, 0.38, 0.35, 0.39, 0.39],
  "multiplicity": 5,
  "e_lumo_ev": [0.195, -0.935],
  "homo_energy_ev": [-5.63, -5.85],
  "max_force_ev_per_a": 6.38,
  "e_above_lowest_ev": 0.0000,
  "s2": 6.0289
}

{
  "formula": "C4H6CsO2",
  "method": "ωB97M-V/def2-TZVPD",
  "elements": ["Cs", "O", "O", "C", "C", "C", "C", "H", "H", "H", "H", "H", "H"],
  "coordinates": [[1.2775, -3.2173, 0.0400], [-0.6042, 0.6093, 2.9679], [-0.1717, -1.5981, -1.7728], [-0.2904, 0.2668, 0.5910], [0.1215, -0.2744, -1.9592], [0.1121, 0.5849, -0.7042], [0.0078, 0.8716, 1.7858], [-0.5949, 0.2193, -2.6687], [-1.1558, -0.4375, 0.2384], [0.8737, 1.5279, 1.8994], [-1.3416, -0.0001, 2.8463], [1.1064, -0.0837, -2.4557], [0.6596, 1.5313, -0.8081]],
  "forces_ev_per_angstrom": [[-0.52, 0.64, -0.55], [-0.21, -0.06, 0.64], [0.53, -0.17, 0.58], [-2.18, -1.42, -2.54], [-0.90, -0.23, 0.18], [2.14, 1.50, 0.11], [0.27, -0.31, -0.64], [0.12, -0.08, 0.09], [1.10, 0.26, 2.30], [-0.42, -0.11, -0.06], [0.07, 0.10, -0.21], [-0.04, -0.03, 0.25], [0.05, -0.10, -0.15]],
  "mulliken_charge": [0.92, -0.51, -0.86, 0.05, -0.57, -0.56, -0.13, 0.21, 0.27, 0.36, 0.30, 0.20, 0.30],
  "multiplicity": 2,
  "e_lumo_ev": [-0.624, -0.625],
  "homo_energy_ev": [-5.75, -6.82],
  "max_force_ev_per_a": 3.64,
  "e_above_lowest_ev": 0.0000,
  "s2": 0.7830
}